[1]
This record from the OMol25 dataset describes 2 unconnected molecules or ions with the total composition C4H8O2 at a distorted geometry. The level of theory is the ωB97M-V functional and the def2-TZVPD basis.

Properties
E_HOMO (spin up / spin down)	0.81 / -3.12	eV
Kohn-Sham gap (spin up / spin down)	0.117 / 0.256	Eh
<S²>	0.760
energy relative to the best compared isomer or geometry (same formula, charge and spin)	29.3	kcal/mol
DFT total energy	-8369.84540	eV

Geometry as ORCA input:
```
! RIJCOSX wB97M-V def2-TZVPD def2/J DEFGRID3
* xyz -1 2
C -1.5595 0.2889 1.0515
C -0.3559 -0.3378 0.7884
O 0.7868 -0.0729 1.5734
C -0.2027 -1.3990 -0.1997
C 0.7398 -1.3364 -1.1797
H -1.7404 1.0092 1.8442
H -2.4339 0.0487 0.4599
H 0.5012 -0.1344 2.4942
H -1.0360 -2.1096 -0.2974
H 1.3720 -0.4650 -1.2315
H 0.7520 -2.1597 -1.8907
H 1.3052 1.8432 -0.5225
H 0.7558 2.8469 -1.4432
O 1.1156 1.9780 -1.4469
*
```

[2]
This record from the OMol25 dataset describes a single C4H8O2 molecule. The level of theory is the ωB97M-V functional and the def2-TZVPD basis.

Properties
E_HOMO	-9.79	eV
Kohn-Sham gap	0.388	Eh
structure (SMILES)	O[C@@H]1CC[C@@H]1O
energy relative to the best compared isomer or geometry (same formula, charge and spin)	42.0	kcal/mol
DFT total energy	-8371.45907	eV

Geometry as ORCA input:
```
! RIJCOSX wB97M-V def2-TZVPD def2/J DEFGRID3
* xyz 0 1
O 1.9460 -0.0662 0.7315
C 1.0103 -0.0019 -0.3126
C 0.0523 1.2170 -0.3234
C -1.1762 0.2839 -0.2973
C -0.2444 -0.9449 -0.2731
O -0.3954 -1.8054 0.8250
H 1.4834 -0.0964 1.5780
H 1.6080 -0.1373 -1.2197
H 0.1118 1.8738 -1.1931
H 0.1872 1.8301 0.5723
H -1.8461 0.3317 -1.1601
H -1.7812 0.3771 0.6127
H -0.2952 -1.5827 -1.1609
H -0.5848 -1.2771 1.6100
*
```

[3]
This record from the OMol25 dataset describes a single C4H8O2 molecule. The level of theory is the ωB97M-V functional and the def2-TZVPD basis.

Properties
E_HOMO	-10.43	eV
Kohn-Sham gap	0.418	Eh
structure (SMILES)	CCC(=O)OC
energy relative to the best compared isomer or geometry (same formula, charge and spin)	8.4	kcal/mol
DFT total energy	-8372.91720	eV

Geometry as ORCA input:
```
! RIJCOSX wB97M-V def2-TZVPD def2/J DEFGRID3
* xyz 0 1
C -2.2863 -0.1312 -0.0731
C -1.0097 0.4915 0.4808
C 0.2388 -0.0896 -0.1395
O 0.2650 -0.7097 -1.1766
O 1.3483 0.2569 0.5435
C 2.5671 -0.1598 -0.0792
H -3.1686 0.3718 0.3360
H -2.3056 -0.0399 -1.1614
H -2.3574 -1.1953 0.1728
H -0.9544 1.5482 0.1994
H -0.9641 0.4367 1.5753
H 3.3700 0.2514 0.5325
H 2.6261 -1.2507 -0.1077
H 2.6307 0.2196 -1.1029
*
```

[4]
This record from the OMol25 dataset describes 2 unconnected molecules or ions with the total composition C4H8O2. The level of theory is the ωB97M-V functional and the def2-TZVPD basis.

Properties
E_HOMO	-9.99	eV
Kohn-Sham gap	0.395	Eh
structure (SMILES)	O=C1CCC1.O
energy relative to the best compared isomer or geometry (same formula, charge and spin)	38.7	kcal/mol
DFT total energy	-8371.60231	eV

Geometry as ORCA input:
```
! RIJCOSX wB97M-V def2-TZVPD def2/J DEFGRID3
* xyz 0 1
O -0.6028 -1.3782 -1.3917
C -0.0786 -0.4221 -0.8782
C -0.4438 0.6212 0.2245
C 1.0689 0.8782 0.3255
C 1.2909 0.2060 -1.0445
H -0.9468 0.3785 1.1632
H -1.0038 1.4234 -0.2692
H 1.4798 0.2605 1.1308
H 1.3952 1.9108 0.4368
H 1.2241 0.9329 -1.8608
H 2.1441 -0.4578 -1.2003
O -1.7316 -1.6120 1.4751
H -2.5423 -1.1369 1.2545
H -1.2531 -1.6045 0.6342
*
```

[5]
This record from the OMol25 dataset describes a single C4H8O2 molecule. The level of theory is the ωB97M-V functional and the def2-TZVPD basis.

Properties
E_HOMO	-9.77	eV
Kohn-Sham gap	0.395	Eh
structure (SMILES)	O[C@H]1CCOC1
energy relative to the best compared isomer or geometry (same formula, charge and spin)	27.8	kcal/mol
DFT total energy	-8372.07429	eV

Geometry as ORCA input:
```
! RIJCOSX wB97M-V def2-TZVPD def2/J DEFGRID3
* xyz 0 1
O -1.5645 -1.3228 -0.1663
C -0.1934 -1.0011 -0.0477
C 0.2278 0.0795 -1.0710
C 0.4781 1.3266 -0.1990
O -0.1397 1.0540 1.0473
C 0.1265 -0.3162 1.2855
H -2.0233 -0.4854 -0.3042
H 0.3491 -1.9428 -0.1654
H -0.5885 0.2391 -1.7842
H 1.1063 -0.2100 -1.6528
H 0.0377 2.2456 -0.5943
H 1.5588 1.4835 -0.0541
H 1.1886 -0.4576 1.5537
H -0.5066 -0.6623 2.1055
*
```

[6]
This record from the OMol25 dataset describes 2 unconnected molecules or ions with the total composition C4H8O2. The level of theory is the ωB97M-V functional and the def2-TZVPD basis.

Properties
E_HOMO	-9.16	eV
Kohn-Sham gap	0.346	Eh
structure (SMILES)	C=C(C=O)OC.[H][H]
energy relative to the best compared isomer or geometry (same formula, charge and spin)	87.7	kcal/mol
DFT total energy	-8369.48049	eV

Geometry as ORCA input:
```
! RIJCOSX wB97M-V def2-TZVPD def2/J DEFGRID3
* xyz 0 1
C -1.1920 -1.2961 0.3469
C -0.2434 -0.3611 0.2167
C -0.4008 1.1026 0.5221
O -1.3145 1.8582 0.2978
O 1.0467 -0.8003 0.1683
C 2.0663 0.1157 -0.1805
H -2.2462 -1.1440 0.1830
H -0.8674 -2.2878 0.6254
H 0.4567 1.4409 1.1388
H 2.8219 -0.4679 -0.7064
H 1.7180 0.9203 -0.8436
H 2.5114 0.5596 0.7158
H -2.0709 0.2153 -1.5475
H -2.4128 0.5805 -1.0128
*
```

[7]
This record from the OMol25 dataset describes a molecular structure, C4H8O2. The level of theory is the ωB97M-V functional and the def2-TZVPD basis.

Properties
E_HOMO	-9.84	eV
Kohn-Sham gap	0.396	Eh
energy relative to the best compared isomer or geometry (same formula, charge and spin)	44.4	kcal/mol
DFT total energy	-8371.35557	eV

Geometry as ORCA input:
```
! RIJCOSX wB97M-V def2-TZVPD def2/J DEFGRID3
* xyz 0 1
C 1.5722 0.6174 0.0329
C 0.5991 -0.5290 0.0399
O -0.0071 -0.6925 1.3332
C -1.3143 -0.5692 0.7713
C -0.7674 -0.3443 -0.6551
O -1.0427 0.8746 -1.3040
H 1.0981 1.5465 0.3694
H 2.3919 0.4000 0.7239
H 1.9730 0.7643 -0.9719
H 1.0809 -1.4618 -0.2681
H -1.8168 0.3630 1.0397
H -1.9176 -1.4676 0.9727
H -1.0238 -1.1047 -1.3921
H -0.8150 1.6154 -0.7265
*
```

[8]
This record from the OMol25 dataset describes a single C4H8O2 molecule. The level of theory is the ωB97M-V functional and the def2-TZVPD basis.

Properties
E_HOMO	-9.80	eV
Kohn-Sham gap	0.401	Eh
structure (SMILES)	C[C@H]1COCO1
energy relative to the best compared isomer or geometry (same formula, charge and spin)	30.4	kcal/mol
DFT total energy	-8371.96350	eV

Geometry as ORCA input:
```
! RIJCOSX wB97M-V def2-TZVPD def2/J DEFGRID3
* xyz 0 1
C 0.2181 -1.6177 0.8447
C 0.0485 -0.1485 0.5047
C 0.9570 0.3896 -0.5940
O 0.2439 1.5048 -1.0976
C -1.1018 1.3610 -0.6763
O -1.2294 0.1022 -0.0746
H 0.9668 -1.7451 1.6332
H -0.7282 -2.0280 1.2045
H 0.5376 -2.1989 -0.0267
H 0.1544 0.4739 1.4087
H 1.9384 0.7104 -0.2345
H 1.0862 -0.3708 -1.3782
H -1.3337 2.1700 0.0366
H -1.7823 1.4112 -1.5327
*
```

[9]
This record from the OMol25 dataset describes a single C4H8O2 molecule at a distorted geometry. The level of theory is the ωB97M-V functional and the def2-TZVPD basis.

Properties
E_HOMO	-9.75	eV
Kohn-Sham gap	0.389	Eh
structure (SMILES)	COCCC=O
energy relative to the best compared isomer or geometry (same formula, charge and spin)	59.6	kcal/mol
DFT total energy	-8370.69741	eV

Geometry as ORCA input:
```
! RIJCOSX wB97M-V def2-TZVPD def2/J DEFGRID3
* xyz 0 1
C -1.9251 0.9762 -0.4059
O -1.0778 -0.0590 0.0201
C 0.1611 0.5021 0.2771
C 1.2947 -0.4910 0.5399
C 1.2496 -1.8727 -0.0414
O 1.9566 -2.7920 0.3052
H -2.8802 0.5235 -0.6555
H -1.5041 1.4916 -1.2880
H -2.0469 1.7161 0.3994
H 0.1605 1.2502 1.0840
H 0.4782 1.0849 -0.6361
H 1.7845 -0.4660 1.5238
H 1.7884 0.1094 -0.2250
H 0.5605 -1.9735 -0.8978
*
```

[10]
This record from the OMol25 dataset describes a single C4H8O2 molecule at a distorted geometry. The level of theory is the ωB97M-V functional and the def2-TZVPD basis.

Properties
E_HOMO (spin up / spin down)	-8.50 / -8.50	eV
Kohn-Sham gap (spin up / spin down)	0.332 / 0.332	Eh
energy relative to the best compared isomer or geometry (same formula, charge and spin)	102.8	kcal/mol
DFT total energy	-8368.82527	eV

Geometry as ORCA input:
```
! RIJCOSX wB97M-V def2-TZVPD def2/J DEFGRID3
* xyz 0 1
C -0.7655 -1.2675 -0.3633
C -0.3033 0.1579 -0.0089
C -1.3808 1.1603 0.4168
C 2.0982 -0.0747 -0.0429
O -0.8061 -1.5646 0.9812
O 0.8875 0.5062 0.3507
H -1.8318 -1.3239 -0.8811
H -0.0579 -1.9749 -0.9297
H -2.0997 0.7210 1.0426
H -1.8729 1.5654 -0.5179
H -0.7276 1.9612 0.8519
H 2.3955 0.3599 -0.9628
H 2.1847 -1.0937 -0.2508
H 2.9918 0.3396 0.6188
*
```